1.
Density functional theory data (the ωB97M-V functional and the def2-TZVPD basis) for 2 unconnected molecules or ions with the total composition CH3NO3P at a distorted geometry.

ORCA input file:
```
! wB97M-V def2-TZVPD RIJCOSX def2/J DEFGRID3
* xyz -1 1
C 0.22 -1.25 0.35
N -0.25 -0.11 0.07
O 0.19 4.55 -0.18
O -0.10 -2.02 1.25
O 0.52 2.17 -1.04
P -0.21 3.12 -0.06
H 0.98 -1.50 -0.39
H -0.91 0.30 0.61
H 0.40 0.63 -0.57
*
```

=====

2.
Density functional theory data (the ωB97M-V functional and the def2-TZVPD basis) for a gas-phase ion, C17H30N (charge +1) at a distorted geometry.

Its SMILES is CCCCCCCCCCCCc1ccc[nH+]c1.

ORCA input file:
```
! wB97M-V def2-TZVPD RIJCOSX def2/J DEFGRID3
* xyz 1 1
C 5.00 -1.82 0.39
C 4.27 -0.80 -0.48
C 3.01 -0.24 0.19
C 2.25 0.71 -0.75
C 1.86 2.07 -0.16
C 1.35 2.04 1.28
C 0.31 0.95 1.57
C -1.09 1.55 1.78
C -2.28 0.55 1.76
C -1.97 -0.91 2.12
C -1.59 -1.84 0.97
C -2.67 -1.97 -0.11
C -2.66 -0.94 -1.21
C -1.59 -0.11 -1.51
C -1.64 0.81 -2.55
C -2.80 0.91 -3.30
N -3.83 0.11 -3.01
C -3.80 -0.79 -2.00
H 4.92 -1.52 1.43
H 4.54 -2.80 0.28
H 6.05 -1.87 0.16
H 4.91 0.05 -0.71
H 4.00 -1.23 -1.43
H 2.38 -1.10 0.40
H 3.28 0.23 1.13
H 2.83 0.85 -1.66
H 1.34 0.20 -1.08
H 2.75 2.70 -0.18
H 1.15 2.56 -0.81
H 2.18 1.99 1.97
H 0.88 3.00 1.47
H 0.25 0.25 0.74
H 0.58 0.40 2.46
H -1.11 2.11 2.71
H -1.26 2.28 0.99
H -3.01 0.90 2.48
H -2.77 0.64 0.79
H -1.21 -0.93 2.89
H -2.86 -1.32 2.58
H -1.44 -2.83 1.39
H -0.65 -1.58 0.50
H -3.66 -2.03 0.33
H -2.52 -2.93 -0.60
H -0.68 -0.16 -0.94
H -0.79 1.44 -2.75
H -2.89 1.61 -4.11
H -4.67 0.19 -3.56
H -4.69 -1.38 -1.86
*
```

=====

Here are the calculated HOMO-LUMO gap numbers, same order: 8.9; 8.6 (eV).
Here are the calculated ΔE to the lowest compared entry with this formula, charge and spin numbers, same order: 9.0; 11.6 (kcal/mol).
Here are the calculated calculated total energy numbers, same order: -661.86152; -720.27425 (hartree).